Entry 1:
C5H6Cl3NO3S in the gas phase at a distorted geometry, computed with ωB97M-V/def2-TZVPD.

The geometry in ORCA input format:
```
! RIJCOSX wB97M-V def2-TZVPD def2/J DEFGRID3
* xyz 0 1
Cl -1.76677 -0.03317 2.16419
Cl -3.80175 0.71757 0.26051
Cl -1.30062 1.33572 -1.95858
S -1.97133 -1.38136 -0.42222
O 1.30351 0.48622 -0.41242
O -2.23826 -2.57264 0.35856
O -2.54888 -1.31172 -1.72479
N -0.32512 -1.16210 -0.46752
C 0.52222 -2.37924 -0.75123
C 0.13812 0.17433 -0.31282
C -1.03932 1.06388 -0.17332
C -2.15315 0.27851 0.44487
C -0.81786 2.50353 0.39252
H 0.32794 -3.03361 0.03738
H 1.64816 -2.07217 -0.76454
H -0.34335 3.18802 -0.22548
H 0.00040 -2.73715 -1.72082
H -1.84672 2.95744 0.71338
H -0.37833 2.39595 1.33695
*
```

DFT total energy = -2253.31950 a.u.
E_LUMO = 0.20 eV
ΔE to the lowest compared entry with this formula, charge and spin = 21.19 kcal per mole

Entry 2:
C7H5Br2N3O2S as an isolated structure at a distorted geometry, computed with ωB97M-V/def2-TZVPD.

The geometry in ORCA input format:
```
! RIJCOSX wB97M-V def2-TZVPD def2/J DEFGRID3
* xyz 0 1
Br -0.85296 -0.98629 -3.29079
Br -3.14180 0.87986 1.95357
S 3.17342 -2.76028 0.77079
O 0.51219 1.87381 -1.02789
O 0.96053 1.19095 -3.04499
N 0.37733 1.09424 -1.97481
N 2.53131 -2.38374 -0.70267
N 2.20461 -1.76332 1.62811
C -1.35700 1.51043 1.39698
C 1.36100 -1.11552 0.84047
C 0.46083 -0.10662 1.32364
C 1.61760 -1.53847 -0.47984
C -0.50500 0.04835 -1.79364
C -0.62272 0.40628 0.72082
C -1.28872 -0.10745 -0.53892
H -1.55226 -1.16175 -0.41909
H -1.54253 2.34218 0.72122
H -0.85785 1.85160 2.29982
H 0.75880 0.28971 2.28501
H -2.23678 0.43602 -0.66778
*
```

DFT total energy = -6130.46185 a.u.
E_LUMO (spin up / spin down) = -2.31 / -1.57 eV
ΔE to the lowest compared entry with this formula, charge and spin = 45.41 kcal per mole

Entry 3:
C4H11NO2 in the gas phase at a distorted geometry, computed with ωB97M-V/def2-TZVPD.

The geometry in ORCA input format:
```
! RIJCOSX wB97M-V def2-TZVPD def2/J DEFGRID3
* xyz 0 1
O 1.02464 1.17595 -0.37940
O 1.00581 -0.59065 1.32517
N 1.13166 0.23957 2.50821
C 0.15698 0.21170 0.13148
C -0.71848 -0.58367 -2.03729
C -1.12769 0.84126 0.62134
C 0.03935 -1.05206 -0.63468
H -0.91999 1.47273 1.49104
H 1.72863 0.70379 -0.85245
H 1.59101 1.08011 2.14335
H -0.76907 -1.48753 -2.64915
H -1.74150 -0.25132 -1.85952
H 0.99719 -1.47586 -0.94090
H -0.16228 0.17191 -2.59542
H -1.86358 0.09391 0.92516
H 1.79986 -0.27908 3.07849
H -0.61210 -1.77689 -0.14540
H -1.56044 1.50612 -0.13002
*
```

DFT total energy = -364.15044 a.u.
E_LUMO = 0.83 eV
ΔE to the lowest compared entry with this formula, charge and spin = 73.88 kcal per mole